Formula: C7H14BrNO2
Source: the OMol25 dataset
Level of theory: ωB97M-V/def2-TZVPD

Computed properties:
Calculated total energy, Eh: -3054.13657
Frontier orbital gap (alpha / beta), eV: 7.431 / 6.794
HOMO level (alpha / beta), eV: -9.75 / -9.57

Last column: natural (NBO) charge in e.
Geometry (Å):
C 0.90 -2.50 -1.25  -0.605
C -1.52 1.32 -0.37  -0.615
C -0.10 1.34 1.88  -0.594
C 0.97 1.84 -0.29  -0.593
C 0.42 -1.02 -1.24  -0.562
C -0.22 1.03 0.37  -0.171
C -0.06 -0.44 0.06  0.546
N -1.11 -1.25 0.62  0.374
O -1.62 -2.16 -0.06  -0.355
O -1.43 -1.08 1.81  -0.333
Br 1.93 -1.32 1.92  -0.308
H 1.58 -2.74 -2.00  0.218
H 0.20 -3.32 -1.45  0.229
H 1.50 -2.68 -0.38  0.239
H -1.38 1.33 -1.40  0.221
H -2.34 0.63 -0.19  0.228
H -1.91 2.19 0.16  0.242
H -0.58 2.20 2.03  0.199
H 0.87 1.52 2.13  0.223
H -0.51 0.69 2.61  0.256
H 2.05 1.53 0.05  0.247
H 0.84 1.70 -1.48  0.200
H 0.74 2.79 0.03  0.214
H -0.37 -1.14 -1.92  0.270
H 1.13 -0.45 -1.66  0.231